Density functional theory data (the ωB97M-V functional and the def2-TZVPD basis) for a cluster of 7 separate species, C14H40ClO10 in total at a distorted geometry.

XYZ file:
```
65
Properties=species:S:1:pos:R:3
H 1.39 4.40 3.34
C 1.43 -0.47 -2.78
H 1.00 2.40 6.15
H -5.78 0.75 0.65
H 2.70 0.71 3.57
C -1.27 5.07 0.57
O 3.06 -1.70 1.62
H -2.41 3.80 -0.73
H 0.11 0.85 -5.02
O -1.21 -0.47 -0.02
H -0.33 5.12 1.11
C -0.56 -3.80 -1.06
H -2.01 -6.11 -1.81
O 0.85 2.87 5.33
O -1.27 0.22 2.20
Cl -0.44 -0.42 1.22
H -3.33 -0.23 -0.48
H 0.73 -4.95 -2.35
H 0.96 2.90 2.55
C -0.29 3.17 -0.76
O 0.78 0.24 0.97
C 0.19 -0.75 -3.61
H 0.52 3.08 -0.03
H -1.25 -3.93 -0.23
H -0.48 2.22 -1.26
O -4.29 -0.27 -0.45
H -4.12 1.11 1.03
H -4.79 -0.48 1.50
C 1.91 1.05 4.24
H -0.78 -6.73 -2.94
H -1.46 2.06 1.05
H 0.81 -5.48 -0.01
O -0.16 -1.76 1.65
H -1.20 5.83 -0.22
C -4.80 0.30 0.73
H -1.63 -5.23 -3.24
H -0.52 -0.62 -5.66
C 1.73 3.38 3.16
H 1.66 0.60 -2.72
H 4.45 -2.23 0.23
H -0.03 3.92 -1.51
H 1.23 -0.42 -5.54
H 1.39 -0.79 -1.74
H 0.25 -3.23 -0.61
O -2.04 2.83 0.95
C 3.85 -1.36 0.49
H -2.11 5.42 1.18
O -0.98 -0.25 -3.01
H 2.31 -0.97 -3.20
H 2.06 0.64 5.24
H 3.25 -1.23 -0.41
H 0.11 -1.84 -3.65
H -1.00 -3.18 -1.84
C 0.29 -0.23 -5.03
H 4.46 -0.48 0.69
H 2.63 3.45 2.54
C 1.95 2.59 4.45
H 2.27 -1.16 1.58
H 0.95 0.62 3.94
O 0.22 -5.99 -0.57
H 2.92 2.94 4.81
C -1.56 3.71 -0.05
C -0.11 -5.14 -1.67
H -1.03 -0.53 -2.09
C -1.18 -5.84 -2.45
```

- HOMO (eV) = -7.007
- ΔE to the lowest compared entry with this formula, charge and spin (kcal/mol) = 20.2
- net charge = -1

***

Density functional theory data (the ωB97M-V functional and the def2-TZVPD basis) for the ion C4H12BrNO2PS with charge +1 at a distorted geometry.

XYZ file:
```
22
Properties=species:S:1:pos:R:3
H -0.47 -3.30 0.39
N -2.36 1.66 0.37
H 3.04 0.46 0.67
C 1.53 -0.88 -0.28
H -2.40 2.46 -0.26
H -0.45 -2.21 -1.02
H 1.90 1.95 -0.95
P -2.63 0.18 -0.45
H 1.30 2.48 0.66
H -2.17 -0.42 -2.44
C -0.37 -2.24 0.08
C 1.31 1.66 -0.07
H -1.51 1.67 0.92
O -1.63 0.08 -1.82
C 1.95 0.38 0.56
H 0.26 1.45 -0.35
Br -1.21 -0.46 2.79
H 0.95 -0.55 -1.16
H 2.42 -1.41 -0.67
H 1.55 0.24 1.58
S -1.87 -1.40 0.87
O 0.83 -1.79 0.59
```

- HOMO (eV) = -13.619
- net charge = +1

***

Density functional theory data (the ωB97M-V functional and the def2-TZVPD basis) for a cluster of 7 separate species, C7H16Cl2O9 in total at a distorted geometry.

XYZ file:
```
34
Properties=species:S:1:pos:R:3
H -10.21 18.00 16.52
Cl -8.56 19.29 22.75
C -10.41 21.18 16.82
H -11.07 23.13 17.68
O -10.15 18.91 16.21
H -9.97 11.67 22.62
H -6.20 24.22 26.93
C -10.90 19.82 16.93
H -11.96 18.24 17.74
H -13.08 22.06 20.20
H -8.43 12.28 17.16
O -9.44 21.56 16.14
Cl -7.01 16.87 23.33
O -13.57 19.80 19.30
H -8.53 17.19 21.63
O -10.80 12.09 22.39
H -9.47 17.16 23.15
C -11.88 19.32 17.70
C -8.56 17.53 22.67
C -12.26 21.63 18.52
H -9.00 12.85 18.44
H -2.37 15.94 28.10
C -11.25 22.07 17.66
H -2.53 14.61 27.38
H -6.81 22.97 26.31
H -15.36 14.80 25.26
O -8.54 13.11 17.64
O -1.91 15.13 27.89
H -11.44 11.69 22.97
H -15.48 15.58 23.96
O -15.64 15.65 24.91
C -12.65 20.16 18.58
O -6.58 23.37 27.16
O -12.94 22.46 19.34
```

- HOMO (eV) = -9.814
- SMILES string = O=C1C=C(O)C(=O)C=C1O.ClCCl.O.O.O.O.O
- ΔE to the lowest compared entry with this formula, charge and spin (kcal/mol) = 42.3
- net charge = 0

***

Density functional theory data (the ωB97M-V functional and the def2-TZVPD basis) for a structure of composition C22H30N6O2STi at a distorted geometry.

XYZ file:
```
62
Properties=species:S:1:pos:R:3
C -2.04 2.26 -0.81
O 1.17 0.79 -0.81
H -3.13 -3.62 2.48
H -2.59 -2.32 3.46
H 2.37 0.89 -3.03
C 0.30 -2.90 -1.81
H 4.55 -0.17 -3.57
H -2.85 2.12 -0.08
C 2.30 0.15 -1.05
Ti -0.12 0.27 0.33
H -1.81 1.00 -3.00
C 4.22 -1.17 -0.36
C 0.39 -3.28 -3.14
H -2.51 2.56 -1.76
C 2.96 -0.63 -0.04
H -0.64 3.83 -1.25
C 4.79 -1.01 -1.60
N -2.69 -2.72 2.54
C -0.30 -1.71 -1.44
H 0.89 -4.20 -3.41
H -3.57 -0.52 -0.46
H -2.44 2.56 1.84
H -0.10 0.97 4.31
H 0.84 2.69 0.09
N -1.38 1.00 -0.96
H -1.69 2.07 3.34
C 0.72 -0.47 2.92
H -2.74 -1.57 -1.42
C -0.80 -0.82 -2.46
N -0.36 2.16 1.71
H 0.71 -3.54 -1.04
H 4.74 -1.73 0.41
C 2.90 0.29 -2.30
C 4.12 -0.29 -2.59
C -2.82 -1.83 1.52
H 1.70 2.06 2.07
C 0.77 2.10 2.65
S -2.52 -0.20 1.78
H 1.66 0.99 4.23
H -1.40 3.71 2.72
C -1.54 2.66 2.44
H -0.31 -0.84 2.90
C -0.74 -1.27 -3.80
C -0.16 -2.48 -4.13
H 5.75 -1.45 -1.82
N 1.19 -0.35 1.58
H -0.14 -2.79 -5.17
H 1.33 -1.19 3.50
N -3.53 -1.50 -0.77
H 0.79 3.02 3.26
N -3.32 -2.28 0.36
H -1.14 -0.63 -4.56
C -0.01 3.11 0.64
C -1.13 3.43 -0.36
C -1.35 0.45 -2.17
H 2.98 -1.35 1.99
H -3.46 -3.27 0.22
C 0.75 0.91 3.63
H -1.78 4.21 0.04
O -0.46 -1.43 -0.15
H 0.30 4.07 1.09
C 2.39 -0.80 1.24
```

- ⟨S²⟩ = 2.043
- HOMO (alpha / beta) (eV) = -4.510 / -7.406
- ΔE to the lowest compared entry with this formula, charge and spin (kcal/mol) = 40.0
- net charge = 0
- 2S+1 = 3

***

Density functional theory data (the ωB97M-V functional and the def2-TZVPD basis) for a cluster of 2 separate species, C11H14N3 in total at a distorted geometry.

XYZ file:
```
28
Properties=species:S:1:pos:R:3
C 1.29 -2.84 -2.08
N 0.67 -2.75 -0.79
H -0.68 -1.24 1.82
C -1.48 3.92 1.68
C -0.02 -3.30 1.31
H 0.92 -3.66 -2.51
N -0.14 1.10 -0.16
N -0.78 2.76 1.12
C 0.17 2.01 1.79
H 0.92 -1.99 -2.59
H 0.65 -4.76 -0.35
H -0.51 -0.60 -2.96
H -1.04 4.01 2.62
C -0.20 -1.91 1.13
H 1.16 0.08 1.17
H -2.45 3.46 1.77
C -1.05 2.15 -0.04
C 0.62 1.02 0.97
H 2.37 -2.79 -2.06
H -0.29 1.26 -2.90
H -0.18 -3.94 2.16
C 0.57 -3.78 0.12
H -1.76 2.55 -0.69
H -1.57 4.90 1.24
C -0.05 0.17 -1.14
C 0.06 -1.67 -0.20
H 0.65 2.21 2.69
C -0.18 0.25 -2.46
```

- HOMO (eV) = -11.217
- ΔE to the lowest compared entry with this formula, charge and spin (kcal/mol) = 87.3
- net charge = +1

***

Density functional theory data (the ωB97M-V functional and the def2-TZVPD basis) for the molecule C6H7NO at a distorted geometry.

XYZ file:
```
15
Properties=species:S:1:pos:R:3
N 0.94 -0.69 0.50
H 0.79 -1.81 0.68
H 1.94 -1.12 -1.54
H 2.07 1.27 -1.92
C 0.09 1.22 -0.34
C 1.13 0.89 -1.17
H -2.26 0.65 1.19
C -0.53 -0.77 -0.86
C -1.31 0.25 1.40
H -0.29 2.22 -0.02
H -1.54 -0.68 1.94
C 1.07 -0.60 -1.12
H -0.66 1.10 2.05
O -1.09 -1.94 -1.03
C -0.37 -0.01 0.24
```

- HOMO (eV) = -9.310
- SMILES string = C[C@@]12C=C[C@@H](N1)C2=O
- ΔE to the lowest compared entry with this formula, charge and spin (kcal/mol) = 129.2
- net charge = 0

***

Density functional theory data (the ωB97M-V functional and the def2-TZVPD basis) for a cluster of 2 separate species, C4H9O2 in total at a distorted geometry.

XYZ file:
```
15
Properties=species:S:1:pos:R:3
H 1.10 -0.72 0.86
H 0.69 -2.02 3.03
O 0.24 1.55 -0.55
C -0.24 0.83 -1.46
C -0.12 -1.60 2.44
C 0.29 -0.44 1.53
H -0.76 -2.30 1.89
H -0.52 -0.02 0.97
H 1.07 1.76 -2.82
H 0.09 0.57 -3.69
H 0.65 0.41 2.12
H -0.83 -1.25 3.20
H -0.71 2.03 -3.22
C 0.07 1.33 -2.91
O -1.03 -0.14 -1.40
```

- HOMO (eV) = -3.814
- ΔE to the lowest compared entry with this formula, charge and spin (kcal/mol) = 8.9
- net charge = -1

***

Density functional theory data (the ωB97M-V functional and the def2-TZVPD basis) for a cluster of 12 separate species, C45H111N3O12 in total at a distorted geometry.

XYZ file:
```
171
Properties=species:S:1:pos:R:3
H -0.98 -3.68 0.40
H 0.85 -6.14 -0.98
H 1.65 -2.29 0.85
C 0.48 3.08 7.87
H 2.00 4.39 8.79
H 4.59 7.05 -0.61
H 4.52 1.15 -1.01
H -1.23 0.88 7.04
C 0.77 -3.72 -2.40
C -1.87 -2.38 -4.87
H -1.72 4.91 -4.55
H -4.34 0.38 -2.29
H 1.24 -1.19 3.61
C 1.75 -5.86 -1.52
H 5.46 -6.07 -4.58
H -4.00 2.63 -3.83
H -0.96 -0.31 -2.53
C -4.55 1.57 1.11
C 1.27 3.69 -0.31
C -2.20 -5.20 0.91
C 3.30 -6.04 -4.15
H 0.26 -6.90 -3.73
H -6.22 3.06 1.02
H -1.26 -1.55 -1.46
H -0.45 -1.51 1.41
H 0.96 -0.21 -4.42
H 1.13 1.35 6.65
H 4.54 -6.19 -2.27
H 1.88 -0.35 2.14
H -5.99 2.04 -0.35
H 1.97 -0.39 -6.00
C -0.77 2.37 8.46
H -5.74 -0.05 -1.21
H -2.08 -2.16 5.53
H -0.38 -5.36 -4.19
C 3.65 6.81 -0.11
C -0.47 2.56 4.62
H 4.10 -7.73 -2.89
H -1.65 -5.62 1.75
C 1.84 0.04 -5.00
H 4.95 2.52 0.07
H 4.64 -5.14 -5.68
H -0.96 2.96 -4.14
C -1.51 -1.53 4.84
H -6.16 -0.12 -3.65
H 0.35 4.82 9.09
H -0.85 -2.21 4.29
H 5.51 2.28 -1.63
C -1.74 1.74 7.47
C 2.57 -7.13 -1.86
H -2.07 2.29 -5.23
C 1.70 -1.31 2.62
H 0.94 3.51 10.00
C -3.01 2.68 -3.38
H 1.49 -3.47 2.12
H 1.25 4.75 5.60
H -0.87 -0.83 5.38
H 3.76 -7.79 -5.16
H -0.80 -2.30 -4.67
O 5.15 4.96 -1.73
H -4.35 1.05 2.93
H 2.47 -3.31 -4.53
O -4.21 -1.42 -1.35
C -2.37 -0.89 3.81
H -6.68 1.48 1.19
H -2.62 -3.51 -3.49
H -0.56 1.47 9.05
O -4.30 1.89 2.46
H 1.73 5.50 -2.72
H 1.95 7.13 -1.99
O -2.33 4.26 -4.90
C -0.75 -0.59 -1.50
H -0.77 1.41 -0.64
H -2.85 -1.68 3.24
H 3.17 6.39 -2.93
C -1.08 3.40 5.76
C 1.73 5.12 0.13
H 0.28 -0.89 -1.29
H -0.13 -3.35 -2.88
H -3.00 3.39 6.70
H -4.38 0.50 0.97
H 0.00 1.60 4.84
H -1.84 -0.76 -6.36
H 2.31 -5.37 -0.73
C -5.89 2.06 0.73
H -1.65 -0.34 3.21
H 1.94 -7.84 -2.40
C -1.21 0.43 -0.44
H 2.76 -0.24 -3.01
O -1.18 -4.57 0.10
H -2.39 -0.35 -4.56
H 2.21 3.47 -3.15
C 0.05 -5.90 -3.35
H -3.28 -1.21 -5.80
H -5.04 -1.43 -3.62
H 3.88 6.46 0.90
H 2.69 2.20 0.52
C 3.06 -0.29 -4.06
H 3.04 7.71 -0.12
H -2.81 2.16 5.64
C 2.94 5.65 -0.84
H 4.86 -4.46 -4.11
C 2.90 -7.13 -5.13
C -3.08 -4.10 1.43
H -2.57 4.15 4.39
H -3.54 -1.73 -1.97
H -3.76 2.01 0.50
C 3.56 3.17 -1.37
C 4.67 2.22 -0.94
H -0.69 -6.03 -2.56
H 2.61 -6.75 -6.11
H -2.44 5.19 5.78
O 2.01 -4.05 -4.93
O 3.48 -1.62 -4.29
H 3.96 3.48 -3.45
C -1.86 4.57 5.10
O -0.70 0.07 0.81
H -3.37 -3.43 0.62
C -2.22 2.68 6.40
O -3.37 -0.02 4.30
C 1.51 2.10 7.33
H 1.77 1.13 -5.03
C -2.01 3.03 -4.44
H 3.91 0.37 -4.18
H -2.42 -3.59 2.13
H -1.39 2.97 9.12
H -2.78 1.67 -3.05
H 3.94 -1.71 -5.13
H 1.88 5.36 1.19
H -0.85 0.83 1.37
C 1.26 -5.09 -2.79
C 3.17 3.08 -2.82
H 2.89 -7.59 -0.93
C 1.02 3.96 9.01
H 0.33 3.23 4.29
N 2.25 -4.99 -3.91
C 2.43 2.64 -0.45
C 4.61 -5.39 -4.62
H -2.87 0.73 4.64
H 1.98 1.59 8.18
H 1.95 1.83 -1.01
C 2.41 6.16 -2.18
H 2.65 -1.67 3.02
C -5.82 -0.95 -3.03
H -3.06 3.39 -2.55
H -1.07 2.42 3.72
O -2.57 -2.57 -3.67
H -2.59 1.36 8.04
H 0.68 -3.47 -1.34
H -3.94 -4.56 1.91
H 0.85 5.67 -0.22
H -6.63 -1.66 -2.80
C -2.28 -1.04 -5.40
H 2.24 2.65 6.73
H 3.11 2.02 -3.08
O -0.23 -2.42 1.60
H 0.75 3.34 0.59
H -1.26 5.35 4.62
H 2.14 -7.83 -4.78
H 5.86 5.09 -1.11
O 0.67 4.97 6.33
H 1.56 -3.06 -2.77
C -4.99 -0.41 -1.91
N -0.08 3.96 6.75
N 4.00 4.54 -0.96
H 0.61 3.57 -1.17
C 3.72 -6.71 -2.76
H -2.81 -5.99 0.48
C 1.17 -2.47 1.82
H -2.07 -3.15 -5.61
H -2.29 0.55 -0.38
```

- HOMO (eV) = -7.385
- SMILES string = CC1(C)CCCC(C)(C)N1O.CC1(C)CCCC(C)(C)N1O.CC1(C)CCCC(C)(C)N1O.CCO.CCO.CCO.CCO.CCO.CCO.CCO.CCO.CCO
- ΔE to the lowest compared entry with this formula, charge and spin (kcal/mol) = 99.6
- net charge = 0

***

Density functional theory data (the ωB97M-V functional and the def2-TZVPD basis) for a cluster of 2 separate species, C4H4 in total at a distorted geometry.

XYZ file:
```
8
Properties=species:S:1:pos:R:3
C 2.06 -0.59 -0.19
H 2.55 -1.67 -0.21
C 2.20 0.64 -0.11
C -2.89 0.12 -0.23
C -1.66 -0.25 0.29
H 2.33 1.76 0.38
H -4.00 0.41 -0.72
H -0.60 -0.41 0.80
```

- HOMO (eV) = -9.713
- SMILES string = C#C.C#C
- ΔE to the lowest compared entry with this formula, charge and spin (kcal/mol) = 118.2
- net charge = 0

***

Density functional theory data (the ωB97M-V functional and the def2-TZVPD basis) for a structure of composition C2Br6 at a distorted geometry.

XYZ file:
```
8
Properties=species:S:1:pos:R:3
Br -2.21 -1.23 0.24
Br -0.75 -0.94 -2.56
C 1.21 0.14 0.84
C -1.19 -0.06 -0.80
Br 1.32 1.88 1.61
Br 2.44 -0.45 -0.51
Br -1.52 1.80 -0.89
Br 0.69 -1.14 2.08
```

- HOMO (alpha / beta) (eV) = -8.604 / -8.739
- ΔE to the lowest compared entry with this formula, charge and spin (kcal/mol) = 54.0
- net charge = 0

***

Density functional theory data (the ωB97M-V functional and the def2-TZVPD basis) for a structure of composition C15H30FHfO5 at a distorted geometry.

XYZ file:
```
52
Properties=species:S:1:pos:R:3
H 2.20 1.97 0.55
H -2.64 3.36 -1.54
H 0.07 0.87 -2.29
C -4.40 -0.70 -0.17
H -6.58 -0.88 -0.53
O 1.01 -1.45 1.26
H -0.90 3.36 -1.51
C -1.78 2.85 -1.11
H 0.07 -1.16 -3.69
F -1.04 -0.44 -0.42
H 3.22 -0.10 1.61
H -2.06 3.66 2.29
Hf -1.36 -0.79 1.87
H -5.50 -2.36 -0.61
H -1.76 1.88 -1.59
H 4.21 -1.01 0.41
H -5.93 -1.58 0.94
O -2.00 1.67 0.95
H 1.76 -1.92 -1.48
H -4.83 -0.21 -2.35
H 1.41 0.34 -3.35
H 0.87 2.09 -3.23
C 1.55 1.95 -0.32
H -4.49 1.11 -1.22
C 3.40 -1.07 1.14
O -2.73 -1.95 -5.04
C -1.83 -2.11 -4.21
O 3.24 0.98 -1.60
C -1.91 2.74 0.40
H 0.69 1.34 -0.05
H 1.40 -3.39 -0.45
O -3.57 -0.70 0.77
H 3.80 -1.70 1.93
H -3.21 -2.28 -2.51
C 2.05 -2.53 -0.63
H -0.81 4.41 1.28
H -2.14 -3.66 -2.91
C -5.72 -1.41 -0.12
H 1.19 2.95 -0.57
C -1.81 3.97 1.27
H -3.18 0.05 -1.76
C -0.39 -1.74 -4.49
C -2.22 -2.58 -2.84
H 3.06 -2.94 -0.67
C -4.24 0.08 -1.48
H -2.49 4.74 0.89
H -1.46 -2.22 -2.14
H -0.21 -1.11 -5.36
C 2.05 1.32 -1.56
H 0.23 -2.61 -4.72
C 2.08 -1.69 0.62
C 1.03 1.14 -2.73
```

- ⟨S²⟩ = 0.751
- HOMO (alpha / beta) (eV) = -13.960 / -13.959
- ΔE to the lowest compared entry with this formula, charge and spin (kcal/mol) = 9.1
- net charge = +2
- 2S+1 = 2

***

Density functional theory data (the ωB97M-V functional and the def2-TZVPD basis) for a structure of composition C2H7NO2S2 at a distorted geometry.

XYZ file:
```
14
Properties=species:S:1:pos:R:3
H -0.23 -0.12 2.21
H 0.38 -0.04 -2.26
H -1.57 1.08 1.85
S 1.58 -1.03 0.55
O -1.67 0.81 -0.78
H 0.85 1.45 -1.84
C 1.00 0.41 -1.52
S -1.01 -0.24 -0.07
C -1.30 -0.03 1.69
O -1.25 -1.55 -0.49
N 0.62 0.21 -0.10
H -2.02 -0.85 1.94
H 1.97 0.13 -1.78
H 2.65 -0.24 0.60
```

- HOMO (eV) = -9.393
- ΔE to the lowest compared entry with this formula, charge and spin (kcal/mol) = 64.2
- net charge = 0